# C84H205N11O24

A cluster of 17 separate species, C84H205N11O24 in total in a non-equilibrium geometry (wB97M-V/def2-TZVPD, the OMol25 dataset).

Values from the calculation:
Orbital gap ... 8.62 eV
Multiplicity ... 1
LUMO ... 0.0142 Eh
HOMO energy ... -8.24 eV

Each line ends with the Mulliken charge.
Geometry (Å):
C  4.425  4.765  1.573  -1.31
O  4.354  4.107  2.782  -0.42
H  4.592  5.809  1.632  0.70
H  5.181  4.440  0.890  0.66
H  3.446  4.679  1.064  0.11
H  5.219  4.037  3.130  0.26
C  4.961  -2.355  -2.821  -0.30
O  3.932  -1.898  -1.858  0.48
H  4.565  -2.597  -3.798  0.45
H  5.785  -1.607  -2.897  -0.35
H  5.261  -3.393  -2.507  0.11
H  3.478  -1.138  -2.221  0.09
C  2.393  -2.457  0.980  1.05
O  3.030  -3.624  0.502  -0.65
H  1.541  -2.734  1.602  -0.40
H  3.071  -1.874  1.609  -0.13
H  2.021  -1.858  0.148  -0.27
H  3.571  -3.403  -0.251  0.10
C  1.212  -2.482  4.734  -0.08
O  0.865  -1.955  5.980  -0.61
H  1.609  -3.532  4.887  0.31
H  0.339  -2.485  4.025  -0.18
H  1.968  -1.899  4.215  0.16
H  1.227  -1.080  6.022  0.31
C  0.741  -0.242  -2.191  0.35
O  2.088  0.022  -2.419  -0.63
H  0.384  -0.688  -3.132  -0.08
H  0.645  -0.971  -1.349  -0.30
H  0.129  0.652  -2.109  -0.12
H  2.234  0.834  -1.951  0.01
C  2.576  1.341  5.077  -0.67
O  1.166  1.067  5.042  -0.28
H  3.116  0.726  4.414  0.14
H  2.795  2.420  4.841  0.18
H  2.923  1.113  6.093  0.37
H  0.772  1.407  4.195  -0.04
C  12.958  0.207  -1.011  -0.71
O  11.644  -0.131  -0.538  -0.24
C  11.586  -1.274  0.313  -0.81
C  10.149  -1.563  0.794  -0.37
N  9.250  -2.069  -0.165  -0.20
C  8.356  -1.170  -0.886  -1.20
C  7.158  -0.684  -0.124  -0.14
O  6.500  -1.853  0.455  -0.25
C  6.194  -1.755  1.798  -0.68
H  12.802  0.981  -1.763  0.22
H  13.565  -0.689  -1.405  0.26
H  13.474  0.621  -0.166  0.30
H  12.212  -1.044  1.191  0.38
H  11.955  -2.131  -0.199  0.41
H  9.737  -0.676  1.268  0.26
H  10.189  -2.299  1.621  0.42
H  8.603  -2.747  0.271  0.28
H  7.918  -1.661  -1.781  0.17
H  8.904  -0.275  -1.202  0.51
H  6.436  -0.229  -0.810  0.13
H  7.433  0.014  0.682  0.53
H  5.612  -2.649  2.055  0.24
H  5.646  -0.896  2.124  0.18
H  7.092  -1.748  2.515  0.26
C  -1.958  -2.157  -0.451  -1.10
O  -1.037  -1.854  0.507  2.16
C  -1.162  -0.444  0.849  0.92
C  -0.271  -0.064  2.089  0.04
N  -0.397  1.368  2.458  1.35
C  -0.053  2.312  1.428  1.68
C  1.428  2.594  1.266  -0.64
O  2.042  1.475  0.638  1.04
C  3.478  1.385  0.829  -0.15
H  -1.777  -3.194  -0.739  -0.32
H  -1.879  -1.492  -1.329  -0.14
H  -2.976  -2.107  -0.087  0.55
H  -2.252  -0.364  1.154  -0.17
H  -1.002  0.081  -0.103  -0.28
H  0.739  -0.213  1.841  -0.45
H  -0.506  -0.632  2.972  -0.99
H  -1.336  1.478  2.813  -0.54
H  -0.531  3.231  1.780  -0.82
H  -0.412  2.138  0.428  -0.48
H  1.984  2.760  2.159  0.62
H  1.435  3.513  0.702  -0.86
H  3.985  2.334  0.830  -0.44
H  3.746  0.725  0.021  0.29
H  3.720  0.856  1.763  -0.22
C  -0.850  4.904  4.613  -0.63
O  -0.418  6.051  3.982  -0.46
C  0.876  5.812  3.398  0.32
C  1.489  7.072  2.838  -1.54
N  1.039  7.402  1.485  1.22
C  1.578  8.700  1.161  -0.23
C  2.772  8.864  0.186  -0.66
O  4.030  8.561  0.784  -0.24
C  5.092  9.121  0.052  -0.81
H  -1.936  5.013  4.819  0.33
H  -0.410  4.740  5.590  0.51
H  -0.642  4.041  3.969  0.02
H  0.736  5.077  2.589  -0.38
H  1.535  5.381  4.211  0.48
H  2.565  6.910  2.765  0.55
H  1.284  7.849  3.559  0.53
H  0.028  7.530  1.426  -0.90
H  1.774  9.315  2.042  0.28
H  0.764  9.164  0.665  0.00
H  2.761  9.906  -0.170  0.54
H  2.682  8.207  -0.715  0.07
H  5.979  8.859  0.586  0.26
H  4.977  10.222  -0.063  0.35
H  5.120  8.711  -0.992  0.27
C  -2.121  -3.567  -7.111  -0.90
O  -1.520  -3.350  -5.811  -0.14
C  -0.551  -4.243  -5.456  -0.81
C  0.047  -3.892  -4.148  0.63
N  1.164  -4.779  -3.803  -0.35
C  1.652  -4.590  -2.461  1.65
C  2.714  -5.605  -2.099  -1.54
O  3.875  -5.364  -2.912  -0.27
C  4.784  -6.414  -2.863  -0.91
H  -2.186  -4.679  -7.406  0.34
H  -1.546  -3.056  -7.857  0.30
H  -3.120  -3.116  -6.993  0.22
H  0.219  -4.354  -6.255  0.52
H  -0.953  -5.303  -5.413  0.18
H  -0.740  -3.881  -3.415  -0.34
H  0.379  -2.829  -4.174  0.09
H  1.953  -4.657  -4.390  0.41
H  0.837  -4.676  -1.735  -0.78
H  2.036  -3.569  -2.262  -0.09
H  2.183  -6.510  -2.404  0.72
H  2.930  -5.601  -1.035  0.45
H  5.597  -6.065  -3.531  0.28
H  4.482  -7.431  -3.153  0.36
H  5.177  -6.641  -1.828  0.28
C  7.253  1.223  -3.393  -0.39
O  6.845  2.543  -3.331  -0.24
C  6.523  3.031  -4.643  -0.57
C  6.186  4.490  -4.758  -0.67
N  5.012  4.949  -4.041  -0.32
C  5.310  5.344  -2.562  -1.14
C  3.966  5.775  -1.953  0.13
O  2.974  4.741  -2.019  -0.03
C  1.718  5.099  -1.542  -0.18
H  7.998  1.037  -4.123  0.48
H  6.480  0.504  -3.733  0.33
H  7.589  0.769  -2.527  -0.32
H  5.594  2.523  -4.954  0.37
H  7.224  2.742  -5.439  0.39
H  6.136  4.697  -5.857  0.35
H  6.988  5.118  -4.352  0.30
H  4.400  4.062  -3.992  0.15
H  6.032  6.132  -2.613  0.53
H  5.653  4.516  -2.003  0.45
H  3.615  6.685  -2.426  0.28
H  4.105  5.947  -0.871  -0.18
H  1.693  5.724  -0.669  0.04
H  1.140  4.179  -1.459  -0.34
H  1.187  5.701  -2.288  0.58
C  -3.193  -3.532  7.497  -0.48
O  -4.010  -2.343  7.242  -0.47
C  -3.171  -1.268  6.765  -0.92
C  -2.367  -1.593  5.537  0.43
N  -3.354  -2.036  4.529  -0.15
C  -2.760  -3.056  3.593  0.26
C  -3.810  -3.500  2.593  -0.04
O  -4.628  -4.473  3.144  -0.45
C  -5.571  -4.965  2.184  -0.58
H  -2.323  -3.366  8.154  0.27
H  -2.905  -3.980  6.550  0.12
H  -3.926  -4.174  7.976  0.29
H  -2.439  -0.990  7.549  0.31
H  -3.807  -0.387  6.714  0.42
H  -1.686  -2.450  5.771  0.31
H  -1.700  -0.819  5.128  -0.56
H  -4.167  -2.499  4.894  0.48
H  -2.292  -3.864  4.190  0.42
H  -1.988  -2.600  2.914  -0.63
H  -3.231  -3.989  1.813  -0.17
H  -4.383  -2.639  2.138  0.45
H  -6.187  -4.161  1.758  0.38
H  -6.222  -5.679  2.647  0.42
H  -5.060  -5.463  1.322  -0.04
C  -1.882  2.494  7.657  -0.32
O  -2.888  2.859  6.776  -0.55
C  -2.787  2.172  5.559  1.44
C  -3.607  2.785  4.351  -0.18
N  -3.608  1.881  3.230  0.02
C  -4.286  2.652  2.140  -0.18
C  -4.193  1.969  0.789  0.47
O  -4.743  2.818  -0.203  0.29
C  -6.193  2.646  -0.324  -1.37
H  -1.771  1.429  7.939  0.09
H  -2.145  2.952  8.630  0.31
H  -0.912  2.915  7.320  0.11
H  -3.164  1.102  5.743  -0.67
H  -1.742  2.193  5.242  -0.12
H  -3.146  3.689  3.950  -0.56
H  -4.648  3.140  4.644  0.43
H  -4.013  1.031  3.493  0.10
H  -3.788  3.650  2.169  -0.47
H  -5.334  2.833  2.416  0.55
H  -4.771  1.061  0.704  0.92
H  -3.139  1.814  0.500  -1.10
H  -6.512  1.606  -0.252  0.42
H  -6.535  3.058  -1.248  0.38
H  -6.678  3.185  0.497  0.23
C  -0.393  -6.909  -0.386  -0.23
C  -0.457  -6.570  1.074  3.68
C  -1.860  -6.587  1.552  -0.94
C  -2.499  -7.968  1.716  -0.96
C  -1.562  -8.756  2.663  -1.96
C  -0.135  -8.838  2.232  2.31
N  0.283  -7.447  2.012  0.03
O  1.608  -7.548  1.434  -0.52
C  0.687  -9.346  3.386  -2.03
C  0.021  -9.755  1.061  -1.78
C  0.105  -5.156  1.189  -1.74
H  -0.875  -6.115  -1.021  -0.23
H  -0.931  -7.881  -0.546  -0.15
H  0.634  -7.021  -0.715  -0.03
H  -1.917  -6.193  2.548  0.00
H  -2.505  -5.967  0.943  -0.06
H  -2.744  -8.460  0.800  0.31
H  -3.470  -7.887  2.189  0.54
H  -1.928  -9.769  2.698  0.61
H  -1.725  -8.282  3.663  0.31
H  0.189  -10.189  3.859  0.47
H  1.592  -9.812  3.020  0.43
H  1.017  -8.638  4.216  0.31
H  0.062  -10.782  1.426  0.46
H  -0.761  -9.654  0.320  0.38
H  0.931  -9.695  0.451  0.26
H  1.125  -4.980  0.872  -0.22
H  0.078  -4.856  2.250  0.70
H  -0.498  -4.343  0.794  -0.38
H  2.240  -7.228  2.103  0.34
C  -4.252  6.423  0.116  -1.59
C  -2.806  6.744  0.281  1.94
C  -2.256  7.553  -0.910  -0.77
C  -2.630  9.022  -0.841  -0.45
C  -2.195  9.616  0.425  -1.23
C  -2.710  8.912  1.659  1.80
N  -2.313  7.472  1.490  1.36
O  -2.869  6.700  2.660  -0.75
C  -1.898  9.470  2.822  -1.77
C  -4.158  9.154  1.926  -1.92
C  -1.980  5.469  0.241  0.62
H  -4.792  6.367  1.068  0.38
H  -4.442  5.468  -0.422  0.13
H  -4.799  7.127  -0.534  0.33
H  -1.188  7.435  -0.810  0.23
H  -2.623  7.141  -1.871  -0.12
H  -3.739  9.184  -0.914  0.23
H  -2.143  9.504  -1.709  0.52
H  -2.553  10.641  0.475  0.40
H  -1.097  9.646  0.553  0.02
H  -0.831  9.362  2.714  0.09
H  -2.164  10.520  2.971  0.51
H  -2.186  8.993  3.788  0.34
H  -4.277  10.178  2.289  0.56
H  -4.843  9.150  1.048  0.26
H  -4.486  8.469  2.713  0.27
H  -2.021  4.935  1.201  -0.76
H  -0.954  5.622  -0.082  -0.54
H  -2.479  4.786  -0.477  -0.68
H  -2.039  6.555  3.137  0.34
C  -5.138  1.317  -3.624  -1.61
C  -3.743  0.952  -3.997  2.15
C  -3.559  0.924  -5.565  -1.46
C  -3.464  2.235  -6.262  -0.59
C  -2.328  2.941  -5.693  -1.48
C  -2.438  3.126  -4.148  2.22
N  -2.642  1.837  -3.539  0.11
O  -2.702  1.922  -2.085  2.01
C  -1.089  3.697  -3.689  -2.19
C  -3.457  4.158  -3.783  -2.11
C  -3.420  -0.440  -3.488  -2.40
H  -5.525  2.221  -4.106  0.30
H  -5.340  1.416  -2.510  0.14
H  -5.760  0.543  -4.054  0.54
H  -2.624  0.379  -5.692  0.44
H  -4.298  0.216  -6.019  0.39
H  -4.415  2.738  -6.095  0.32
H  -3.272  2.206  -7.370  0.38
H  -2.205  3.920  -6.167  0.32
H  -1.489  2.311  -5.953  0.37
H  -1.078  3.973  -2.642  -0.10
H  -0.318  2.940  -3.906  0.42
H  -0.930  4.697  -4.105  0.56
H  -3.275  5.195  -3.930  0.59
H  -4.413  3.973  -4.258  0.31
H  -3.737  4.065  -2.721  0.21
H  -4.082  -1.131  -3.979  0.60
H  -3.637  -0.640  -2.410  0.06
H  -2.406  -0.676  -3.754  0.42
H  -3.588  2.228  -1.789  -0.77
C  -6.305  -7.955  -3.550  -2.27
C  -5.792  -7.235  -2.335  2.07
C  -4.460  -7.937  -1.875  -0.71
C  -3.376  -7.723  -2.931  -0.93
C  -3.074  -6.261  -3.086  0.48
C  -4.311  -5.451  -3.464  2.54
N  -5.430  -5.822  -2.585  0.63
O  -6.577  -5.053  -2.926  -0.59
C  -3.940  -3.996  -3.183  -2.74
C  -4.706  -5.591  -4.927  -1.45
C  -6.849  -7.341  -1.218  -1.99
H  -6.911  -7.325  -4.174  0.43
H  -6.899  -8.803  -3.319  0.47
H  -5.536  -8.331  -4.196  0.37
H  -4.046  -7.576  -0.908  -0.51
H  -4.686  -9.011  -1.798  0.58
H  -3.498  -8.130  -3.934  0.49
H  -2.517  -8.326  -2.523  0.29
H  -2.347  -5.920  -3.836  -0.37
H  -2.706  -5.946  -2.121  -0.49
H  -3.048  -3.744  -3.775  0.20
H  -4.729  -3.275  -3.526  0.77
H  -3.707  -3.627  -2.166  0.17
H  -5.588  -4.997  -5.263  0.27
H  -3.854  -5.269  -5.574  -0.02
H  -5.029  -6.589  -5.138  0.54
H  -6.628  -6.898  -0.268  0.09
H  -7.033  -8.381  -0.909  0.43
H  -7.796  -7.038  -1.682  0.55
H  -6.907  -4.711  -2.118  0.33